No. 1
{"formula": "C18H35BBr15NO6P", "method": "ωB97M-V with the def2-TZVPD basis set", "elements": ["C", "O", "C", "C", "C", "C", "C", "C", "C", "C", "C", "C", "O", "C", "C", "O", "B", "P", "N", "O", "O", "O", "H", "H", "H", "H", "H", "H", "H", "H", "H", "H", "H", "H", "H", "H", "H", "H", "H", "H", "H", "H", "H", "H", "H", "H", "H", "H", "H", "H", "H", "H", "C", "Br", "Br", "Br", "H", "C", "Br", "Br", "Br", "H", "C", "Br", "Br", "Br", "H", "C", "Br", "Br", "Br", "H", "C", "Br", "Br", "Br", "H"], "positions_angstrom": [[3.3651, -3.1853, 1.8046], [2.5313, -2.1558, 1.3216], [2.2918, -2.2225, -0.0802], [3.5345, -1.8674, -0.9002], [4.1173, -0.4729, -0.6199], [3.5851, 0.6463, -1.5338], [2.0566, 0.7937, -1.5977], [1.6079, 2.1483, -2.1533], [0.0711, 2.2781, -2.2594], [-0.6575, 2.9753, -1.0939], [-1.1793, 2.0743, 0.0607], [-0.3730, 2.2380, 1.3645], [0.9959, 2.5845, 1.1837], [1.8788, 1.7838, 1.9414], [-2.6369, 2.4826, 0.4118], [-3.4501, 1.6650, -0.3916], [-2.7238, 0.3504, -0.2193], [-3.3091, -1.0274, -1.4927], [-2.5422, -2.4033, -1.5507], [-3.4409, -0.3271, -2.9591], [-4.9003, -1.2759, -1.1492], [-1.3143, 0.7307, -0.3470], [3.3636, -4.0473, 1.1228], [4.4018, -2.8400, 1.9331], [2.9848, -3.5194, 2.7769], [1.9662, -3.2412, -0.3468], [1.4421, -1.5607, -0.2810], [3.2863, -1.9674, -1.9664], [4.2987, -2.6268, -0.6728], [3.9785, -0.2212, 0.4398], [5.2058, -0.5233, -0.7781], [4.0392, 1.6059, -1.2474], [3.9441, 0.4133, -2.5497], [1.6161, 0.6589, -0.6046], [1.6468, 0.0062, -2.2476], [2.0061, 2.9514, -1.5155], [2.0401, 2.2676, -3.1581], [-0.3470, 1.2666, -2.3519], [-0.1938, 2.7987, -3.1875], [-1.5319, 3.4821, -1.5247], [-0.0120, 3.7526, -0.6641], [-0.4542, 1.3123, 1.9499], [-0.8419, 3.0469, 1.9527], [1.7839, 1.9994, 3.0169], [2.8945, 2.0125, 1.6042], [1.6970, 0.7082, 1.7952], [-2.8238, 2.2575, 1.4808], [-2.8414, 3.5516, 0.2602], [-3.0465, -0.1182, 0.8924], [-3.1741, -3.1684, -1.3338], [-4.1584, -0.7281, -3.4572], [-5.0335, -1.1813, -0.2034], [4.1957, -7.1962, 2.3604], [2.3401, -7.2730, 2.8416], [4.4345, -6.8889, 0.4744], [5.1535, -5.8978, 3.4099], [4.6332, -8.1614, 2.5722], [-7.7165, 2.0267, -2.1886], [-8.8330, 3.3375, -1.3081], [-7.9098, 2.1397, -4.1080], [-5.8899, 2.1323, -1.6388], [-8.0959, 1.0568, -1.8969], [3.7432, 4.8691, 3.6572], [1.9472, 5.2552, 3.1071], [3.8068, 3.4644, 4.9726], [4.8732, 4.4710, 2.1507], [4.1410, 5.7567, 4.1277], [0.9462, -5.5986, -2.0416], [-0.2450, -4.1114, -1.8722], [0.0023, -7.2542, -2.3570], [2.3049, -5.3157, -3.3900], [1.4721, -5.7254, -1.1064], [-6.5805, 2.5989, 2.1537], [-5.4426, 1.0599, 2.1381], [-8.4271, 2.1335, 2.4506], [-5.9814, 3.9000, 3.4418], [-6.5177, 3.0595, 1.1748]], "energy_ha": -40189.5706, "charge": -1, "spin_multiplicity": 1, "lumo_energy_ev": 1.34, "orbital_gap_ha": 0.2435}

---

No. 2
{"formula": "C18H35BF6N10O9", "method": "ωB97M-V with the def2-TZVPD basis set", "elements": ["C", "C", "C", "O", "C", "C", "C", "O", "N", "C", "B", "O", "C", "C", "C", "C", "O", "N", "C", "O", "F", "C", "F", "F", "C", "F", "F", "F", "H", "H", "H", "H", "H", "H", "H", "H", "H", "H", "H", "H", "H", "H", "H", "H", "H", "H", "H", "N", "C", "N", "O", "H", "H", "H", "H", "N", "C", "N", "O", "H", "H", "H", "H", "N", "C", "N", "O", "H", "H", "H", "H", "N", "C", "N", "O", "H", "H", "H", "H"], "positions_angstrom": [[3.3208, 1.0071, -1.3098], [2.4358, 1.6723, -2.3696], [1.1758, 0.9169, -2.6422], [0.3757, 0.9377, -1.4603], [-0.8896, 0.3649, -1.6186], [-1.1261, -0.7833, -0.6164], [0.2098, -1.2748, -0.0668], [0.9554, -2.0390, -0.6446], [0.3916, -0.7744, 1.2007], [-0.8615, -0.2159, 1.7579], [-0.5009, 1.2951, 2.2034], [-0.6676, 1.4964, 3.5719], [0.0025, 2.4663, 1.3057], [-0.4354, 3.8207, 1.8869], [-1.9244, -0.5680, 0.6937], [-2.3760, -2.0131, 1.0222], [-1.6947, -2.7813, 1.6440], [-3.6679, -2.4070, 0.4671], [-3.5911, -3.0835, -0.7702], [-4.0116, -2.7147, -1.8235], [-2.9555, -4.2504, -0.6395], [-3.1136, 0.3937, 0.5702], [-3.9094, 0.0255, -0.4583], [-2.6891, 1.6471, 0.2854], [-3.9899, 0.5251, 1.8795], [-5.1851, -0.0406, 1.7591], [-4.1554, 1.8008, 2.2165], [-3.3301, -0.0626, 2.8976], [3.5646, 1.6882, -0.5017], [2.8045, 0.1622, -0.8548], [4.2324, 0.6194, -1.7523], [2.1669, 2.6737, -2.0359], [2.9747, 1.7820, -3.2888], [0.6304, 1.3802, -3.4653], [1.4032, -0.1231, -2.8936], [-1.6530, 1.1347, -1.5535], [-0.9623, -0.0760, -2.6054], [-1.5245, -1.5989, -1.2135], [0.8649, -1.4404, 1.7967], [-1.0398, -0.7327, 2.6920], [0.1536, 1.4128, 4.0687], [1.0910, 2.4590, 1.2509], [-0.3796, 2.4094, 0.2960], [-0.1847, 4.6288, 1.2070], [-1.5113, 3.8454, 2.0502], [0.0354, 4.0078, 2.8463], [-4.1002, -3.0156, 1.1578], [3.2836, 3.1705, 5.5429], [3.0807, 2.5059, 4.3632], [3.1699, 1.1377, 4.4322], [2.8270, 3.0806, 3.3216], [3.4914, 2.7096, 6.4074], [3.2196, 4.1703, 5.5210], [3.0497, 0.6281, 3.5765], [3.3762, 0.6376, 5.2756], [-0.4399, -1.8074, -6.9111], [-0.9997, -0.5933, -6.6213], [-2.2491, -0.6378, -6.0657], [-0.4198, 0.4514, -6.8604], [-0.8801, -2.6879, -6.7239], [0.4579, -1.7898, -7.3523], [-2.6899, 0.2391, -5.8607], [-2.7428, -1.4911, -5.8768], [3.1614, -1.2538, -6.1503], [4.0488, -0.8699, -5.1739], [5.0249, -1.7887, -4.8961], [4.0102, 0.2073, -4.6068], [3.2294, -2.1326, -6.6251], [2.4399, -0.5990, -6.4011], [5.6973, -1.5441, -4.1947], [5.0891, -2.6796, -5.3485], [-1.5324, -2.7231, 6.9814], [-1.3716, -1.9018, 5.8971], [-2.4912, -1.2358, 5.4865], [-0.2965, -1.7674, 5.3351], [-2.4053, -2.8399, 7.4584], [-0.7260, -3.2231, 7.3027], [-2.3858, -0.6346, 4.6939], [-3.3854, -1.3154, 5.9302]], "energy_ha": -2555.8751, "smiles": "CCCOC[C@H]1C(=O)N[C@@H](B(O)CC)[C@@]1(C(=O)NC(=O)F)C(F)(F)C(F)(F)F.NC(N)=O.NC(N)=O.NC(N)=O.NC(N)=O", "relative_energy_kcal_mol": 0.0, "charge": 0, "spin_multiplicity": 1, "lumo_energy_ev": 0.28, "orbital_gap_ha": 0.3464}

---

No. 3
{"formula": "C18H35IN2OPbS", "method": "ωB97M-V with the def2-TZVPD basis set", "elements": ["C", "C", "C", "C", "C", "C", "C", "C", "C", "C", "C", "N", "C", "C", "N", "C", "O", "C", "I", "C", "C", "C", "S", "H", "H", "H", "H", "H", "H", "H", "H", "H", "H", "H", "H", "H", "H", "H", "H", "H", "H", "H", "H", "H", "H", "H", "H", "H", "H", "H", "H", "H", "H", "H", "H", "H", "H", "H", "Pb"], "positions_angstrom": [[-4.5886, 1.1370, 5.5970], [-4.2183, 0.6303, 4.1033], [-5.0638, 1.5505, 3.1025], [-4.8441, 1.2381, 1.5415], [-3.7214, 0.1464, 1.2236], [-3.4917, -0.0043, -0.3803], [-2.1511, 0.7655, -0.8155], [-1.3919, 0.1210, -2.0568], [-0.8333, -1.3630, -1.8220], [0.4222, -1.4446, -0.8439], [1.7960, -0.8955, -1.4788], [1.5968, -0.6828, -2.9349], [2.9796, -1.9760, -1.2030], [2.9319, -3.3690, -1.9787], [2.9945, -2.0033, 0.3047], [2.8511, -0.5699, 0.6756], [2.9706, -0.1959, 1.8492], [2.4832, 0.3123, -0.6487], [1.2305, 1.9712, 0.0027], [3.7086, 1.0727, -1.3930], [4.8867, 1.3185, -0.3445], [6.0896, 2.1212, -1.0712], [7.0985, 1.0128, -2.1618], [-4.4257, 2.2599, 5.7245], [-3.9836, 0.5738, 6.3957], [-5.6908, 0.9370, 5.8491], [-3.1008, 0.7955, 3.9727], [-4.4425, -0.4752, 3.9565], [-4.7889, 2.6385, 3.3349], [-6.1711, 1.3557, 3.3218], [-4.5270, 2.2307, 1.0501], [-5.8474, 0.9236, 1.0745], [-2.7730, 0.4581, 1.7736], [-4.0536, -0.8689, 1.6123], [-3.5223, -1.1098, -0.6538], [-4.3792, 0.5540, -0.8684], [-2.4537, 1.8374, -1.1022], [-1.4844, 0.8615, 0.0987], [-0.4689, 0.7767, -2.2879], [-2.0365, 0.1481, -3.0122], [-1.6838, -1.9530, -1.3128], [-0.6886, -1.8454, -2.8413], [0.5755, -2.5588, -0.6043], [0.1780, -0.9611, 0.1715], [1.4350, -1.5794, -3.4266], [2.4040, -0.2368, -3.3854], [4.0512, -1.6063, -1.4082], [3.6076, -4.0910, -1.3906], [1.9019, -3.8478, -2.0086], [3.4185, -3.2398, -2.9996], [2.3095, -2.6407, 0.7292], [4.0719, 0.4654, -2.2825], [3.2578, 2.0460, -1.8048], [5.3339, 0.3086, -0.0334], [4.5697, 1.8749, 0.5956], [6.7608, 2.4974, -0.2225], [5.6015, 2.9781, -1.6361], [6.7031, -0.2953, -1.8881], [-3.3937, -0.1051, -3.7582]], "energy_ha": -1779.4274, "charge": 2, "spin_multiplicity": 1, "lumo_energy_ev": -11.15, "orbital_gap_ha": 0.0538}